The following is a DFT calculation (ωB97M-V/def2-TZVPD) of the molecule C22H20N2O5S2 at a distorted geometry.

Results
* E_tot: -58028.6417 eV
* SMILES: CCOc1ccc(/C=C2\SC(=S)N(CCC(=O)Nc3ccc(C(=O)O)cc3)C2=O)cc1
* maximum force: 1.1 eV Å⁻¹
* LUMO level: -0.03162 Ha
* molecular weight: 456.54 g mol⁻¹
* ΔE to the lowest compared entry with this formula, charge and spin: 2.3 kcal/mol
* HOMO level: -8.1 eV

The geometry in XYZ format:
```
51
C22H20N2O5S2, DFT ωB97M-V/def2-TZVPD
C 5.531 -1.440 1.046
C 5.662 -1.241 -0.461
H 5.552 -0.185 -0.733
H 6.643 -1.581 -0.806
O 4.738 -2.042 -1.176
C 3.448 -1.673 -1.275
C 2.912 -0.438 -0.901
C 1.580 -0.161 -1.115
C 0.720 -1.108 -1.683
C 1.264 -2.359 -2.029
C 2.593 -2.629 -1.843
H 3.015 -3.583 -2.120
H 0.619 -3.111 -2.457
C -0.675 -0.892 -1.905
C -1.431 0.224 -1.788
C -2.879 0.160 -1.982
O -3.513 -0.796 -2.355
N -3.463 1.388 -1.671
C -2.623 2.402 -1.351
S -3.084 3.919 -0.950
S -0.953 1.859 -1.375
C -4.904 1.484 -1.549
C -5.356 1.517 -0.073
C -4.409 0.628 0.724
O -4.516 -0.571 0.784
N -3.380 1.342 1.287
C -2.111 0.894 1.643
C -1.706 -0.433 1.493
C -0.394 -0.776 1.739
C 0.528 0.183 2.159
C 0.112 1.502 2.340
C -1.192 1.853 2.077
H -1.508 2.880 2.186
H 0.820 2.245 2.668
C 1.923 -0.220 2.387
O 2.375 -1.318 2.159
O 2.696 0.767 2.875
H 3.595 0.436 3.023
H -0.058 -1.793 1.605
H -2.416 -1.176 1.170
H -3.473 2.350 1.287
H -5.342 2.540 0.302
H -6.368 1.121 -0.010
H -5.251 2.380 -2.069
H -5.293 0.588 -2.039
H -1.244 -1.764 -2.212
H 1.196 0.802 -0.817
H 3.529 0.320 -0.445
H 4.493 -1.321 1.351
H 5.841 -2.446 1.316
H 6.157 -0.724 1.571
```

***

The following is a DFT calculation (ωB97M-V/def2-TZVPD) of the ion C4H4NO with charge +1 at a distorted geometry.

Results
* E_tot: -7736.0577 eV
* SMILES: c1c[n+]2c(o1)C2
* maximum force: 4.8 eV Å⁻¹
* LUMO level (spin up / spin down): -0.23793 / -0.23834 Ha
* net charge: +1
* molecular weight: 82.08 g mol⁻¹
* ΔE to the lowest compared entry with this formula, charge and spin: 101.1 kcal/mol
* HOMO level (spin up / spin down): -14.4 / -14.3 eV

The geometry in XYZ format:
```
10
C4H4NO, DFT ωB97M-V/def2-TZVPD
C 0.996 -0.623 0.242
C 0.210 -1.490 -0.653
C -1.184 0.221 -0.247
C -0.517 1.414 0.326
N 0.341 0.378 0.673
O -0.910 -0.831 -0.840
H 1.971 -0.762 0.801
H 0.217 -2.530 -1.055
H -0.098 2.182 -0.476
H -1.024 2.042 1.228
```

***

The following is a DFT calculation (ωB97M-V/def2-TZVPD) of a cluster of 2 separate species, C2H6OS2 in total at a distorted geometry.

Results
* E_tot: -25886.5876 eV
* SMILES: C=CO.SS
* maximum force: 4.2 eV Å⁻¹
* LUMO level: 0.01206 Ha
* molecular weight: 110.20 g mol⁻¹
* ΔE to the lowest compared entry with this formula, charge and spin: 48.6 kcal/mol
* HOMO level: -8.7 eV

The geometry in XYZ format:
```
11
C2H6OS2, DFT ωB97M-V/def2-TZVPD
S 1.563 1.251 2.213
S 2.801 0.349 0.819
H 2.333 0.954 3.322
H 3.440 1.559 0.385
C -2.415 -1.617 -1.233
C -2.862 -0.943 -2.376
O -4.048 -1.060 -2.940
H -1.763 -1.014 -0.532
H -2.708 -2.709 -1.041
H -2.372 -0.174 -2.926
H -4.704 -0.374 -2.560
```

***

The following is a DFT calculation (ωB97M-V/def2-TZVPD) of a cluster of 3 separate species, C14H31ClN3O4S in total.

Results
* E_tot: -51038.5706 eV
* maximum force: 0.2 eV Å⁻¹
* LUMO level: 0.07873 Ha
* net charge: -1
* molecular weight: 372.94 g mol⁻¹
* HOMO level: -1.9 eV

The geometry in XYZ format:
```
54
C14H31ClN3O4S, DFT ωB97M-V/def2-TZVPD
C -1.465 2.056 -2.599
C -0.110 1.364 -2.471
C 0.264 0.987 -1.041
C 0.561 2.160 -0.107
N 1.222 1.722 1.063
C 1.673 2.811 1.843
C 0.610 3.838 2.379
C 0.544 5.226 1.711
C -0.471 5.347 0.573
S 0.022 6.253 -0.869
O -1.150 6.692 -1.562
O 1.109 5.659 -1.571
Cl 0.794 7.977 0.007
H -1.487 3.015 -2.078
H -2.252 1.430 -2.168
H -1.721 2.245 -3.645
H -0.120 0.456 -3.087
H 0.664 2.016 -2.892
H 1.159 0.358 -1.039
H -0.553 0.400 -0.597
H 1.144 2.926 -0.690
H -0.432 2.659 0.091
H 2.165 2.400 2.735
H 2.457 3.456 1.340
H 0.827 4.032 3.436
H -0.373 3.353 2.356
H 0.259 5.964 2.464
H 1.539 5.514 1.360
H -1.370 5.891 0.859
H -0.749 4.363 0.176
C -3.323 -2.533 -1.284
C -3.334 -1.571 -0.113
O -4.224 -0.743 0.013
N -2.315 -1.655 0.773
C -1.165 -2.536 0.754
H -4.180 -2.299 -1.908
H -2.409 -2.425 -1.870
H -3.390 -3.568 -0.945
H -2.364 -0.967 1.509
H -1.121 -3.167 1.640
H -0.243 -1.954 0.699
H -1.211 -3.186 -0.116
C 1.883 -6.955 1.797
C 1.467 -5.683 1.091
O 0.828 -4.814 1.655
N 1.841 -5.534 -0.210
C 2.599 -6.445 -1.035
H 1.507 -6.902 2.814
H 1.468 -7.836 1.304
H 2.969 -7.057 1.819
H 1.551 -4.655 -0.612
H 3.531 -5.989 -1.375
H 2.028 -6.754 -1.913
H 2.850 -7.337 -0.468
```

***

The following is a DFT calculation (ωB97M-V/def2-TZVPD) of the molecule C2H3F3Si at a distorted geometry.

Results
* E_tot: -18150.1321 eV
* SMILES: FC(F)=C(F)[SiH3]
* maximum force: 3.3 eV Å⁻¹
* LUMO level: 0.02056 Ha
* molecular weight: 112.13 g mol⁻¹
* ΔE to the lowest compared entry with this formula, charge and spin: 167.7 kcal/mol
* HOMO level: -10.3 eV

The geometry in XYZ format:
```
9
C2H3F3Si, DFT ωB97M-V/def2-TZVPD
C -2.231 -1.730 -1.052
C -1.618 -1.042 -0.091
F -1.629 -2.145 -2.202
F -3.354 -2.418 -0.846
F -2.571 -0.811 1.024
Si -0.143 0.013 0.140
H -0.864 1.107 0.728
H 0.617 0.486 -1.201
H 0.987 -0.801 0.689
```

***

The following is a DFT calculation (ωB97M-V/def2-TZVPD) of the ion C3H10FO4P2S with charge -1 at a distorted geometry.

Results
* E_tot: -43595.8611 eV
* maximum force: 2.9 eV Å⁻¹
* LUMO level: 0.12357 Ha
* net charge: -1
* molecular weight: 223.12 g mol⁻¹
* HOMO level: -4.5 eV

The geometry in XYZ format:
```
21
C3H10FO4P2S, DFT ωB97M-V/def2-TZVPD
C 0.663 -2.339 0.351
P -0.239 -0.632 0.250
S -0.101 -0.741 -1.958
C 1.461 0.274 0.447
C 1.873 1.244 -0.651
O 2.600 1.014 -1.528
F 1.405 2.552 -0.610
P -1.400 1.297 0.242
O -0.876 2.296 1.224
O -2.926 0.896 0.802
O -1.685 1.927 -1.249
H -0.107 -3.141 0.391
H 1.266 -2.514 -0.561
H 1.304 -2.435 1.255
H -1.511 -1.317 0.178
H -0.354 -0.628 1.706
H -1.299 -1.312 -2.295
H 2.272 -0.465 0.590
H 1.422 0.852 1.397
H -2.908 1.087 1.752
H -0.860 2.085 -1.733
```

***

The following is a DFT calculation (ωB97M-V/def2-TZVPD) of the molecule C12H14O2 at a distorted geometry.

Results
* E_tot: -16758.8037 eV
* maximum force: 4.2 eV Å⁻¹
* LUMO level (spin up / spin down): 0.02327 / 0.02328 Ha
* molecular weight: 190.24 g mol⁻¹
* ΔE to the lowest compared entry with this formula, charge and spin: 123.3 kcal/mol
* HOMO level (spin up / spin down): -7.5 / -7.5 eV

The geometry in XYZ format:
```
28
C12H14O2, DFT ωB97M-V/def2-TZVPD
C -1.134 0.563 -2.670
C -0.591 -0.130 -1.563
C -1.314 0.193 -0.500
C -2.137 1.257 -2.131
C -0.073 -2.067 -0.375
C 0.461 -0.974 -0.952
C -0.089 -1.922 1.138
C -0.064 -0.391 1.147
C 1.118 -0.106 0.181
C -0.309 0.466 2.280
C 2.402 -0.912 0.596
C 1.403 1.386 0.036
O -2.291 1.092 -0.794
O -3.129 1.921 -2.763
H -0.901 0.394 -3.731
H -0.538 -2.768 -0.898
H -1.062 -2.111 1.598
H 0.796 -2.354 1.645
H -0.087 0.028 3.188
H -1.403 0.865 2.355
H 0.247 1.373 2.170
H 2.284 -1.960 0.505
H 2.609 -0.642 1.667
H 3.148 -0.527 0.007
H 1.976 1.709 0.866
H 0.477 1.918 -0.071
H 1.966 1.588 -0.919
H -3.763 2.110 -2.011
```

***

The following is a DFT calculation (ωB97M-V/def2-TZVPD) of a structure of composition CH5BrP2 at a distorted geometry.

Results
* E_tot: -89733.3153 eV
* maximum force: 4.5 eV Å⁻¹
* LUMO level: -0.02344 Ha
* molecular weight: 158.90 g mol⁻¹
* ΔE to the lowest compared entry with this formula, charge and spin: 103.7 kcal/mol
* HOMO level: -8.8 eV

The geometry in XYZ format:
```
9
CH5BrP2, DFT ωB97M-V/def2-TZVPD
C -0.549 -0.134 0.073
P -0.041 1.483 -0.754
P 0.026 -1.580 -0.812
Br -2.368 -0.047 0.444
H 0.574 -0.028 1.586
H -0.319 2.488 0.210
H 1.121 1.442 -0.095
H 1.327 -1.129 -0.811
H 0.228 -2.495 0.160
```

***

Among the records above, which one has the highest E_tot?
C4H4NO